A molecular structure, C46H60N6PRbS, computed with ωB97M-V/def2-TZVPD.

Calculated values
- Kohn-Sham gap (eV) = 6.9
- E_tot (a.u.) = -2881.07940

Last column: Mulliken charge in e.
Geometry (Å):
Rb -0.2075 0.3457 -0.2309  1.11
N 0.8196 1.8160 -5.0544  -0.46
C 0.5813 1.6255 -3.7287  0.58
S 1.3755 0.2818 -2.9909  -0.45
N -0.2770 2.5282 -3.2494  -1.43
N -0.5073 2.4901 -1.9155  1.32
C -1.4849 3.2401 -1.5526  -1.57
C -1.9082 3.4162 -0.1519  1.10
C -3.0146 4.2345 0.1014  -0.84
C -3.4665 4.3930 1.3959  -0.60
C -2.8076 3.7352 2.4257  -0.97
C -1.7134 2.9548 2.0912  0.20
N -1.2652 2.7934 0.8478  0.28
H 1.5317 1.2640 -5.4941  0.21
H 0.4914 2.6681 -5.4745  0.23
H -2.0499 3.7816 -2.3117  0.21
H -3.5091 4.7259 -0.7265  0.45
H -4.3246 5.0209 1.6015  0.41
H -3.1218 3.8266 3.4561  0.47
H -1.1648 2.4235 2.8639  0.01
C 2.6240 3.5050 -1.2304  -1.26
C 3.7328 2.6248 -0.6529  0.66
C 4.5723 2.0233 -1.7727  -1.80
C 3.1817 1.5962 0.3220  -0.70
C 2.5213 2.0273 1.4608  0.02
C 2.1045 1.1765 2.4814  0.59
C 1.6630 1.9235 3.7383  0.37
C 0.7199 1.2231 4.7009  -1.46
C 2.9000 2.4186 4.4962  -1.48
C 2.2763 -0.2121 2.3205  0.62
C 2.9806 -0.6698 1.1877  0.28
C 3.3984 0.2312 0.2090  -0.27
C 3.4953 -2.0949 1.0681  0.51
C 3.4104 -2.6544 -0.3571  -1.81
C 4.9506 -2.1593 1.5458  -1.52
C 1.9518 -1.1962 3.4258  -0.87
C 2.9794 -1.3658 4.3580  -0.25
C 2.8667 -2.2160 5.4425  -1.56
C 1.7003 -2.9444 5.6125  -0.83
C 0.6795 -2.8071 4.6879  -0.36
C 0.7607 -1.9452 3.5878  1.09
P -0.6971 -1.7843 2.4487  0.81
C -2.2655 -1.7011 3.5365  2.33
C -3.3498 -1.0890 2.6330  -1.87
C -2.8191 -2.9983 4.1349  -1.92
C -2.0818 -0.7074 4.6850  -1.87
C -0.7657 -3.4520 1.5631  2.57
C 0.3688 -3.4152 0.5389  -1.85
C -0.5709 -4.7159 2.4013  -2.14
C -2.0792 -3.5333 0.7744  -2.10
H 3.0534 4.3133 -1.8265  0.50
H 2.0037 3.9527 -0.4523  0.31
H 1.9729 2.9143 -1.8691  0.04
H 4.3902 3.2664 -0.0527  0.42
H 3.9643 1.3688 -2.4007  0.24
H 5.4241 1.4558 -1.3908  0.37
H 4.9650 2.8229 -2.4034  0.47
H 2.3741 3.0940 1.6036  0.56
H 1.1358 2.8078 3.3653  0.36
H 1.2305 0.4986 5.3364  0.40
H -0.0596 0.6928 4.1703  -0.65
H 0.2502 1.9641 5.3531  0.57
H 3.4831 1.5674 4.8567  0.26
H 2.6029 3.0113 5.3642  0.45
H 3.5490 3.0277 3.8670  0.34
H 3.9428 -0.1472 -0.6447  0.53
H 2.9167 -2.7310 1.7374  0.22
H 4.2179 -2.2654 -0.9797  0.51
H 2.4723 -2.4013 -0.8512  0.26
H 3.5096 -3.7417 -0.3448  0.44
H 5.5743 -1.5035 0.9340  0.31
H 5.3387 -3.1763 1.4562  0.45
H 5.0525 -1.8481 2.5856  0.26
H 3.8878 -0.7911 4.2226  0.77
H 3.6828 -2.3066 6.1480  0.40
H 1.5857 -3.6194 6.4509  0.43
H -0.2153 -3.3963 4.8246  0.15
H -3.6243 -1.7205 1.7899  0.28
H -3.0198 -0.1288 2.2343  0.02
H -4.2515 -0.9151 3.2292  0.60
H -3.0583 -3.7460 3.3843  0.34
H -3.7511 -2.7585 4.6571  0.52
H -2.1556 -3.4515 4.8703  0.29
H -1.9305 0.3032 4.3109  0.27
H -1.2600 -0.9605 5.3554  0.29
H -3.0059 -0.6923 5.2707  0.64
H 1.3353 -3.4416 1.0301  0.31
H 0.3301 -2.5269 -0.0934  -0.21
H 0.3010 -4.2889 -0.1163  0.68
H 0.4105 -4.7348 2.8772  0.35
H -0.6274 -5.5832 1.7354  0.54
H -1.3279 -4.8461 3.1713  0.29
H -2.2649 -2.6186 0.2101  0.16
H -2.9419 -3.7366 1.4057  0.39
H -2.0006 -4.3513 0.0514  0.65
C -1.1595 -3.3843 -3.9032  -1.02
C -2.5056 -3.4822 -4.2030  -0.64
C -3.4132 -2.7394 -3.4672  -0.90
C -2.9434 -1.9253 -2.4424  0.60
N -1.6462 -1.8248 -2.1565  0.72
C -0.7815 -2.5334 -2.8748  -0.15
C -3.8810 -1.0960 -1.6105  0.69
C -5.2566 -1.3129 -1.6278  -1.13
C -6.0809 -0.4927 -0.8785  -0.71
C -5.5137 0.5244 -0.1300  -0.97
C -4.1343 0.6480 -0.1500  0.02
N -3.3317 -0.1420 -0.8578  0.70
H -0.4113 -3.9324 -4.4583  0.47
H -2.8496 -4.1192 -5.0079  0.41
H -4.4651 -2.7817 -3.7092  0.35
H 0.2655 -2.3970 -2.6333  0.18
H -5.6845 -2.1168 -2.2088  0.36
H -7.1522 -0.6481 -0.8805  0.41
H -6.1145 1.1995 0.4638  0.51
H -3.6494 1.4175 0.4418  0.13